(1)
# C5H9NO

C5H9NO in the gas phase (the ωB97M-V functional and the def2-TZVPD basis, the OMol25 dataset).

Results
Structure (SMILES): COC[C@@H](C)C#N
Energy relative to the best compared isomer or geometry (same formula, charge and spin), kJ/mol: 241.7
HOMO-LUMO gap, eV: 11.225
E_tot, eV: -8866.7071

Positions of all 16 atoms, in Å:
C: 0.35141 -1.57886 1.34874
H: -1.01298 0.33078 1.52235
H: -0.08965 1.80697 -0.18466
H: -0.11219 -2.51177 0.98380
H: -1.15921 1.73389 -2.51263
C: 1.03382 0.44931 1.98217
H: 0.35142 -1.66367 2.43866
C: -0.96977 0.65045 -2.42485
C: -0.04839 0.00224 1.10052
H: -0.01355 0.42530 -2.92150
O: -0.98540 0.19189 -1.09238
H: -1.77089 0.11482 -2.93996
C: 0.03913 0.70626 -0.28614
H: 1.03596 0.57084 -0.73644
H: 1.39612 -1.61842 1.04103
N: 1.95415 0.38995 2.68130

Atomic partial charges in e from the Mulliken method, atoms 1 to 8: number 1, C, carries -1.136; number 2, H, carries 0.291; number 3, H, carries 0.372; number 4, H, carries 0.298; number 5, H, carries 0.288; number 6, C, carries 0.169; number 7, H, carries 0.364; number 8, C, carries -0.716

***

(2)
# C5H9NO

C5H9NO in the gas phase (the ωB97M-V functional and the def2-TZVPD basis, the OMol25 dataset).

Results
Structure (SMILES): C[C@H]1N[C@H]1CC=O
Energy relative to the best compared isomer or geometry (same formula, charge and spin), kJ/mol: 234.6
HOMO-LUMO gap, eV: 10.669
E_tot, eV: -8866.7815

Positions of all 16 atoms, in Å:
H: -0.24067 0.13250 2.01585
O: 0.43212 1.78502 -1.91169
H: 1.15887 -0.73009 2.60745
C: -1.13900 0.43437 -0.65272
H: -2.08471 0.09813 -1.08644
C: -0.10302 -0.63564 -0.65944
H: 1.81148 -0.65490 -0.14039
H: 0.31086 -0.82536 -1.65434
H: -1.40915 2.47546 -1.48353
H: 0.21966 -2.62676 -0.26619
N: -0.09663 -1.79053 0.21164
C: 0.90380 -0.75504 0.43279
C: 0.80741 -0.08811 1.78698
H: 1.39478 0.83348 1.81453
H: -1.34797 0.75158 0.37536
C: -0.66102 1.65779 -1.41128

Atomic partial charges in e from the Mulliken method, atoms 1 to 8: number 1, H, carries 0.374; number 2, O, carries -0.477; number 3, H, carries 0.313; number 4, C, carries -0.593; number 5, H, carries 0.323; number 6, C, carries 0.076; number 7, H, carries 0.408; number 8, H, carries 0.415

***

(3)
# C5H9NO

C5H9NO in the gas phase (the ωB97M-V functional and the def2-TZVPD basis, the OMol25 dataset).

Results
Energy relative to the best compared isomer or geometry (same formula, charge and spin), kJ/mol: 552.8
HOMO-LUMO gap, eV: 9.630
E_tot, eV: -8863.4835

Positions of all 16 atoms, in Å:
O: -0.68392 2.13382 -0.14858
H: 0.38145 -1.80322 0.16422
N: 0.02527 -0.32768 1.61031
H: 1.72814 0.95311 -0.07666
H: -2.06171 -0.17976 -0.15021
C: 0.14371 -0.62181 0.17280
H: -0.95194 -0.50643 1.87641
C: 0.99525 0.35991 -0.63503
H: -0.45973 1.43380 -2.03393
H: 1.77949 -1.34500 1.43753
C: 0.71270 -1.60921 1.64193
H: 1.46919 -0.11950 -1.50188
H: -0.42883 1.85152 0.75491
H: -1.21050 -0.92793 -1.54986
C: -1.10349 -0.27458 -0.67499
C: -0.35147 1.06296 -1.00805

Atomic partial charges in e from the Mulliken method, atoms 1 to 8: number 1, O, carries -0.535; number 2, H, carries 0.299; number 3, N, carries -0.468; number 4, H, carries 0.348; number 5, H, carries 0.298; number 6, C, carries 0.251; number 7, H, carries 0.315; number 8, C, carries -0.806